[1]
The following is a DFT calculation (wB97M-V/def2-TZVPD) of C19H20ClN3O4 in the gas phase in a non-equilibrium geometry.

max |F|: 1.371 eV Å⁻¹
ΔE to the lowest compared entry with this formula, charge and spin: 346.37 kJ/mol
LUMO energy: -0.54 eV
molecular weight: 389.84 g mol⁻¹

Geometry (Å):
C 4.87860 2.22908 1.50023
C 4.16233 1.00056 1.04099
C 3.05853 0.50062 1.71961
C 2.38959 -0.63155 1.29609
C 2.80429 -1.29334 0.14390
N 2.15979 -2.44080 -0.32949
C 0.83903 -2.78621 -0.28199
O 0.48950 -3.91992 -0.54306
C -0.13623 -1.71115 0.03933
C -1.27544 -2.02900 0.79758
C -2.22631 -1.08771 1.07662
C -2.12195 0.23890 0.60040
N -3.02241 1.18467 0.91302
C -4.25641 1.00265 1.62383
C -5.41183 0.50308 0.72354
C -5.60088 1.34932 -0.54608
C -4.90321 0.51902 -1.62322
C -5.12781 -0.90250 -1.11239
O -5.14479 -0.82386 0.30242
C -0.98955 0.53717 -0.21139
N -0.77670 1.80164 -0.80653
O 0.24826 1.98506 -1.43647
O -1.63289 2.67982 -0.67770
C -0.02373 -0.44021 -0.47506
C 3.92373 -0.82583 -0.53829
C 4.58338 0.30280 -0.08882
Cl 5.96767 0.85165 -0.96660
H 4.43325 2.61744 2.41175
H 5.92947 2.00930 1.68407
H 4.83339 2.99839 0.73029
H 2.72044 1.00802 2.61079
H 1.55053 -1.00587 1.86088
H 2.75464 -3.14814 -0.74416
H -1.38698 -3.04130 1.15513
H -3.09978 -1.36973 1.63869
H -2.88405 2.07692 0.44308
H -4.54136 1.96688 2.05070
H -4.12323 0.28872 2.43914
H -6.32099 0.49684 1.34142
H -6.66297 1.44228 -0.77337
H -5.17910 2.34630 -0.44283
H -3.83916 0.74952 -1.66194
H -5.32822 0.67010 -2.61224
H -6.09303 -1.29280 -1.46378
H -4.33784 -1.59956 -1.39992
H 0.80213 -0.16260 -1.11220
H 4.27303 -1.33760 -1.42197

These are the Mulliken partial charges, in e, on atoms 1 to 2:
1. C -1.70
2. C 0.64

=====

[2]
The following is a DFT calculation (wB97M-V/def2-TZVPD) of C19H20F2N2O5 in the gas phase in a non-equilibrium geometry.

max |F|: 1.118 eV Å⁻¹
LUMO energy: 0.72 eV
molecular weight: 394.37 g mol⁻¹

Geometry (Å):
C 0.80488 -6.93287 -2.58195
C -0.31010 -7.29483 -1.61188
O -1.03767 -6.13444 -1.19998
C -0.52123 -5.41233 -0.20174
O 0.48150 -5.69945 0.39518
C -1.36037 -4.17278 0.04600
C -1.28672 -3.73928 1.50962
C -2.02053 -2.41429 1.70562
N -1.47672 -1.40252 0.82203
C -0.82360 -0.35344 1.36001
O -0.75281 -0.17639 2.56628
C -0.19548 0.65531 0.46233
C 0.13392 1.96660 0.90102
C 0.73931 2.52973 -0.18267
C 1.33021 3.87765 -0.41562
O 0.68009 4.77676 0.45988
C 1.04171 6.08432 0.49227
C 0.34759 6.86926 1.41864
C 0.59854 8.21619 1.56663
C 1.56784 8.80630 0.77345
F 1.82574 10.12048 0.90430
C 2.27850 8.07259 -0.15415
C 2.00869 6.72138 -0.28593
F 2.73134 6.04555 -1.21275
O 0.77817 1.63553 -1.18425
N 0.20399 0.48323 -0.77474
C -1.58502 -1.75121 -0.57311
C -0.82037 -3.04702 -0.84819
H 1.30056 -7.83770 -2.92123
H 0.39987 -6.40515 -3.44215
H 1.53427 -6.29631 -2.08722
H -1.05161 -7.94167 -2.08481
H 0.10350 -7.78469 -0.72456
H -2.39268 -4.39457 -0.24104
H -0.23901 -3.62648 1.79187
H -1.72989 -4.50045 2.15275
H -3.08633 -2.53892 1.48242
H -1.90717 -2.05879 2.73086
H -0.05954 2.39128 1.86128
H 2.41040 3.84275 -0.21242
H 1.18402 4.15684 -1.46706
H -0.39974 6.37761 2.01949
H 0.05550 8.80832 2.28470
H 3.03279 8.53073 -0.77270
H -2.64712 -1.89742 -0.80674
H -1.18195 -0.94883 -1.18783
H 0.23760 -2.88878 -0.63265
H -0.92486 -3.31779 -1.89925

These are the Mulliken partial charges, in e, on atoms 1 to 2:
1. C -1.10
2. C -0.26

=====

[3]
The following is a DFT calculation (wB97M-V/def2-TZVPD) of a molecular structure, C19H20N2O2PdSSi2.

max |F|: 0.835 eV Å⁻¹
ΔE to the lowest compared entry with this formula, charge and spin: 2.07 kJ/mol
LUMO energy: -0.89 eV
molecular weight: 503.04 g mol⁻¹

Geometry (Å):
Pd -0.33900 1.07278 -0.34033
C -2.48645 -0.49129 -2.61598
Si -1.11078 -0.84962 -1.41207
C -1.71356 -1.79455 0.09084
C 0.34379 -1.66896 -2.26351
C 0.26542 -2.95536 -2.79884
C 1.35671 -3.51322 -3.44586
C 2.53628 -2.78903 -3.56798
C 2.62339 -1.50997 -3.04101
C 1.53243 -0.93953 -2.38465
Si 1.57655 0.78629 -1.64592
C 2.95050 0.94527 -0.37729
C 1.72042 2.10418 -2.96556
H -2.81837 -1.44679 -3.03631
H -2.14822 0.13590 -3.44046
H -3.34257 -0.00946 -2.14499
H -2.03004 -2.79415 -0.22523
H -2.56735 -1.29811 0.55360
H -0.91838 -1.90846 0.82655
H -0.65053 -3.53112 -2.71184
H 1.29091 -4.51246 -3.85710
H 3.38764 -3.22508 -4.07524
H 3.55110 -0.95611 -3.14313
H 3.90714 0.76668 -0.87848
H 2.83802 0.21325 0.42132
H 2.98729 1.94437 0.06028
H 2.61516 1.92043 -3.56794
H 1.79519 3.09899 -2.52499
H 0.85158 2.08943 -3.62205
O 0.44076 0.15882 1.35720
C -0.38097 0.67990 2.17328
N -1.41361 1.39136 1.73194
C -2.13177 1.84321 2.85103
O -3.12353 2.52133 2.83279
C -1.42688 1.32542 4.08387
C -1.70722 1.47381 5.42305
C -0.84354 0.85728 6.32771
C 0.25513 0.12327 5.89168
C 0.53113 -0.02120 4.53419
C -0.33117 0.59404 3.65059
H -2.56410 2.04583 5.75318
H -1.02775 0.94967 7.39029
H 0.90467 -0.34084 6.62237
H 1.38381 -0.59011 4.18755
S -3.45555 3.11020 -2.81780
C -2.08391 2.66017 -2.14877
N -1.02975 2.33354 -1.71003

These are the Mulliken partial charges, in e, on atoms 1 to 2:
1. Pd -0.26
2. C -1.24

=====

[4]
The following is a DFT calculation (wB97M-V/def2-TZVPD) of a molecular structure, C19H20N2O3 in a non-equilibrium geometry.

max |F|: 2.764 eV Å⁻¹
ΔE to the lowest compared entry with this formula, charge and spin: 824.53 kJ/mol
LUMO energy: -1.74 eV
molecular weight: 324.38 g mol⁻¹

Geometry (Å):
C 0.23716 1.20801 -1.71748
C -0.95117 0.45782 -2.08766
O -0.85946 -0.76631 -2.32248
C -2.17772 1.26411 -2.18016
C -2.05027 2.45436 -2.95641
C -3.16335 3.36202 -3.00872
C -4.32484 3.05223 -2.33124
C -4.44444 1.84444 -1.61580
C -3.38145 0.93631 -1.57392
N 0.24036 2.55603 -1.55574
O 1.24131 3.14372 -1.05512
O -0.74352 3.32197 -1.91629
H 1.23468 0.76692 -1.75675
H -1.35418 2.45031 -3.79835
H -3.03564 4.28404 -3.57355
H -5.16645 3.74854 -2.34008
H -5.37374 1.61319 -1.09175
H -3.46240 -0.01391 -1.03745
C -0.15105 -3.70826 2.21547
C -0.85164 -3.82824 0.85910
C -0.52440 -2.55533 0.07562
N 0.55833 -1.89690 0.82265
C 1.03999 -0.72149 0.45041
C 2.21832 -0.14049 1.04270
C 3.31467 -0.91938 1.52211
C 4.26420 -0.34319 2.36243
C 4.24517 1.03826 2.61142
C 3.26907 1.84149 2.00788
C 2.29085 1.26641 1.20550
C 0.89327 -2.59016 2.06845
H -0.85631 -3.44659 3.00855
H 0.34213 -4.64339 2.48540
H -0.44136 -4.67630 0.30479
H -1.93178 -3.95862 0.94223
H -0.21012 -2.77838 -0.95356
H -1.40024 -1.89287 -0.00402
H 0.40326 -0.13614 -0.20868
H 3.40632 -1.96862 1.23117
H 5.03018 -0.97120 2.82413
H 5.00346 1.48633 3.25499
H 3.26765 2.92205 2.16248
H 1.55896 1.88699 0.69425
H 0.90198 -1.91061 2.93442
H 1.89422 -3.03918 1.99906

These are the Mulliken partial charges, in e, on atoms 1 to 2:
1. C -0.67
2. C 0.37

=====

What is the formula in the third record?
C19H20N2O2PdSSi2